Entry 1:
{
  "formula": "CHN3O",
  "method": "ωB97M-V/def2-TZVPD",
  "smiles": "c1nnon1",
  "e_above_lowest_kj_mol": 400.2,
  "e_tot_ev": -7567.6260,
  "gap_ev": 12.1813,
  "largest_force_ev_per_a": 3.87,
  "e_homo_ev": -12.1797,
  "charge": 0,
  "lumo_energy_ev": 0.0,
  "symbols": ["N", "N", "O", "H", "C", "N"],
  "coordinates": [[-0.435, -1.053, -0.056], [1.433, 0.165, -0.015], [0.958, -1.046, 0.006], [-1.756, 0.592, 0.116], [-0.683, 0.266, -0.010], [0.483, 1.075, -0.041]]
}

Entry 2:
{
  "formula": "C4H7N3O",
  "method": "ωB97M-V/def2-TZVPD",
  "e_above_lowest_kj_mol": 610.8,
  "e_tot_ev": -10773.4169,
  "gap_ev": 7.9293,
  "largest_force_ev_per_a": 9.73,
  "e_homo_ev": -7.8729,
  "charge": 0,
  "lumo_energy_ev": 0.1,
  "symbols": ["C", "H", "H", "H", "H", "N", "H", "C", "N", "C", "O", "C", "H", "N", "H"],
  "coordinates": [[1.322, 0.895, 1.761], [2.290, 1.492, 1.137], [1.722, -0.103, 2.546], [0.454, 1.610, 2.434], [0.730, 2.396, -0.431], [-1.278, -1.293, 0.077], [-0.355, -1.603, 2.206], [0.512, -0.080, 0.905], [0.967, 1.483, -0.891], [-0.274, -1.211, 1.100], [-1.149, -0.270, -2.064], [-0.752, -0.370, -0.910], [2.072, 1.251, -0.143], [0.216, 0.331, -0.364], [-1.903, -1.934, -0.124]]
}